*w*
Formula: CH5N3OS
Source: the OMol25 dataset
Level of theory: the ωB97M-V functional and the def2-TZVPD basis

XYZ file:
```
11
Properties=species:S:1:pos:R:3:nbo_charge:R:1
C -0.3479 -0.2802 0.0531 0.526
H -2.6094 -1.6467 1.1572 0.478
H -1.7334 0.7694 1.0321 0.367
H -1.1226 -1.5573 -1.0855 0.367
H 0.8430 0.8145 1.3885 0.399
H 2.3265 -0.3730 -0.7748 0.113
N -1.4507 -0.1678 0.9088 -0.360
N -0.2211 -1.0566 -0.9251 -0.721
N 0.6319 0.6933 0.4008 -0.801
O -2.5355 -0.9379 0.4713 -0.562
S 1.9967 0.9310 -0.5311 0.193
```

SMILES = [H]/N=C(\NO)NS
frontier orbital gap = 9.571 eV
LUMO energy = 0.024 Ha

*x*
Formula: CH5N3OS
Source: the OMol25 dataset
Level of theory: the ωB97M-V functional and the def2-TZVPD basis

XYZ file:
```
11
Properties=species:S:1:pos:R:3:nbo_charge:R:1
C -0.3775 0.0369 -0.0307 0.236
H 2.2515 -1.8507 -0.1808 0.384
H 1.3869 -1.4470 1.2667 0.361
H -0.1807 -1.8312 -0.4707 0.385
H -0.0435 2.0466 0.4069 0.409
H 2.1097 0.6885 0.1974 0.490
N 1.6584 -1.1542 0.3114 -0.691
N 0.4360 -1.0336 -0.4512 -0.465
N 0.3152 1.1242 0.2746 -0.321
O 1.5776 1.3216 -0.3034 -0.554
S -2.0467 -0.0597 0.0280 -0.233
```

SMILES = NNC(=S)NO
frontier orbital gap = 9.053 eV
LUMO energy = 0.021 Ha

Most stable structure: *w*

*w*
Formula: C6H8N2O4
Source: the OMol25 dataset
Level of theory: the ωB97M-V functional and the def2-TZVPD basis

XYZ file:
```
20
Properties=species:S:1:pos:R:3:nbo_charge:R:1
C -2.2769 2.2251 0.6334 0.821
C -3.3495 3.1985 1.2898 -0.714
C 2.2090 -2.1663 -0.9686 0.623
C 0.9579 -2.7256 -1.1435 -0.395
C -0.1691 -2.0911 -0.6462 0.100
C 0.9603 -0.0868 0.0598 0.804
H -0.3083 1.8873 0.4706 0.509
H -4.3810 2.7515 1.1518 0.229
H -3.2260 3.2165 2.3109 0.231
H -3.4339 4.2105 0.8672 0.235
H 2.9473 -0.2304 -0.3237 0.425
H 0.7080 -3.7751 -1.5808 0.250
H -1.1819 -2.3518 -0.8337 0.223
H -1.1169 -0.5920 0.3193 0.457
N 2.0683 -0.9231 -0.2621 -0.661
N -0.0981 -0.9213 0.0363 -0.610
O -2.6123 1.1116 0.3038 -0.647
O -0.9585 2.6584 0.6602 -0.714
O 3.2955 -2.5813 -1.0011 -0.543
O 1.0517 1.0203 0.5184 -0.621
```

SMILES = O=c1cc[nH]c(=O)[nH]1.CC(=O)O
frontier orbital gap = 9.952 eV
LUMO energy = 0.005 Ha

*x*
Formula: C6H8N2O4
Source: the OMol25 dataset
Level of theory: the ωB97M-V functional and the def2-TZVPD basis

XYZ file:
```
20
Properties=species:S:1:pos:R:3:nbo_charge:R:1
C -1.0360 -1.4425 -0.5696 0.607
C -1.7529 -1.6703 0.5992 -0.403
C -2.1985 -0.5598 1.2637 0.092
C -1.6616 0.9646 -0.4745 0.780
C 2.6484 0.0914 0.1874 0.774
C 2.1788 1.3989 -0.2659 -0.738
H -0.1878 0.1296 -1.8367 0.461
H -1.7963 -2.5505 1.3221 0.260
H -2.7593 -0.6923 2.2659 0.221
H -2.9752 1.5843 0.9259 0.452
H 2.7763 -1.7725 -0.3965 0.512
H 2.8172 2.1996 0.3471 0.252
H 2.5918 1.4314 -1.3260 0.244
H 1.0873 1.5303 -0.1889 0.249
N -0.9410 -0.1427 -1.0236 -0.659
N -2.1082 0.7002 0.8214 -0.624
O -0.4923 -2.2789 -1.2419 -0.582
O -1.8378 2.0871 -0.9204 -0.604
O 3.1825 -0.1658 1.2705 -0.604
O 2.4647 -0.8419 -0.7591 -0.691
```

SMILES = O=c1cc[nH]c(=O)[nH]1.CC(=O)O
frontier orbital gap = 9.792 eV
LUMO energy = 0.005 Ha

Most stable structure: *w*

*w*
Formula: C4H5F2NS
Source: the OMol25 dataset
Level of theory: the ωB97M-V functional and the def2-TZVPD basis

XYZ file:
```
13
Properties=species:S:1:pos:R:3:nbo_charge:R:1
C 1.2486 -0.0225 -0.3458 0.154
C 0.0437 -0.7657 -0.1541 -0.367
C -0.8369 -0.4280 0.9756 -0.452
C -1.3831 -0.2843 -0.3157 0.719
H 2.0723 1.7779 -0.4199 0.425
H 0.2997 1.7525 -0.1686 0.407
H 0.0838 -1.8220 -0.2422 0.259
H -0.5798 0.5289 1.3769 0.241
H -1.0896 -1.2380 1.6701 0.255
N 1.1410 1.2514 -0.1390 -0.764
F -2.3068 -1.1412 -0.9138 -0.307
F -1.4806 1.0786 -0.7833 -0.359
S 2.7878 -0.6876 -0.5400 -0.210
```

SMILES = NC(=S)[C@H]1CC1(F)F
frontier orbital gap = 9.009 eV
LUMO energy = 0.018 Ha

*x*
Formula: C4H5F2NS
Source: the OMol25 dataset
Level of theory: the ωB97M-V functional and the def2-TZVPD basis

XYZ file:
```
13
Properties=species:S:1:pos:R:3:nbo_charge:R:1
C -0.0775 -0.5525 -0.1581 0.188
C -0.2913 0.8107 0.4640 -0.293
C 0.5276 1.7475 0.0878 -0.340
C -1.4669 -1.2054 -0.2905 0.523
H 2.8535 0.2277 0.1732 0.061
H -1.1273 1.2034 1.2081 0.261
H 0.3456 2.7832 0.2440 0.197
H 1.4813 1.7374 -0.6203 0.195
H -1.2895 -2.2005 -0.8546 0.165
N 0.9922 -1.2057 -0.4249 -0.626
F -1.8610 -1.6939 0.9832 -0.353
F -2.5664 -0.3860 -0.7984 -0.353
S 2.4797 -1.2658 -0.0134 0.375
```

SMILES = C=C/C(=N\S)C(F)F
frontier orbital gap = 8.897 eV
LUMO energy = -0.008 Ha

Most stable structure: *w*

*w*
Formula: C6H18N2O2
Source: the OMol25 dataset
Level of theory: the ωB97M-V functional and the def2-TZVPD basis

XYZ file:
```
28
Properties=species:S:1:pos:R:3:nbo_charge:R:1
C 1.9014 -1.6311 -0.5948 -0.221
C 0.6428 -2.4254 -0.2519 -0.434
C -0.5960 -1.5707 -0.0965 -0.306
C -0.5882 -0.2864 0.2600 -0.019
N -1.7236 0.4924 0.4929 -0.635
C -1.5798 1.9350 0.2815 -0.215
C -1.3619 2.3307 -1.1698 -0.629
N 1.8109 -0.8698 -1.8443 -0.871
H 2.1197 -0.9402 0.2212 0.188
H 2.7482 -2.3100 -0.6687 0.198
H 0.8195 -2.9804 0.6758 0.210
H 0.4581 -3.1695 -1.0293 0.202
H -1.5440 -2.0606 -0.2850 0.197
H 0.3335 0.2581 0.4396 0.217
H -2.5721 0.1290 0.0820 0.373
H -2.4748 2.4123 0.6830 0.196
H -0.7379 2.2750 0.8820 0.205
H -0.3905 1.9941 -1.5302 0.221
H -1.3804 3.4152 -1.2833 0.216
H -2.1336 1.9137 -1.8166 0.196
H 2.0539 -1.4437 -2.6404 0.368
H 0.8518 -0.5668 -1.9855 0.371
H 2.8949 1.9538 -0.2872 0.470
H 2.1283 0.9291 -1.1432 0.496
O 2.0054 1.6935 -0.5424 -0.984
H -0.5986 -0.9929 3.1316 0.464
H -1.4073 0.1890 2.6251 0.482
O -1.0868 -0.2254 3.4415 -0.955
```

SMILES = CCN/C=C/CCN.O.O
frontier orbital gap = 9.026 eV
LUMO energy = 0.031 Ha

*x*
Formula: C6H18N2O2
Source: the OMol25 dataset
Level of theory: the ωB97M-V functional and the def2-TZVPD basis

XYZ file:
```
28
Properties=species:S:1:pos:R:3:nbo_charge:R:1
C -1.2423 1.8654 -1.2568 -0.415
N -0.5792 0.8514 -0.4368 -0.472
C -0.1427 -0.2439 -1.3758 -0.224
C -1.2696 -1.2743 -1.4357 -0.441
C -1.9202 -1.1869 -0.0596 -0.428
C -1.4980 0.1887 0.5086 -0.081
C -0.8079 0.0601 1.8679 -0.229
N 0.3517 -0.8561 1.9194 -0.824
H -0.5450 2.1547 -2.0427 0.200
H -1.4481 2.7958 -0.7203 0.200
H -2.1878 1.5589 -1.7153 0.171
H 0.7834 -0.6437 -0.9700 0.189
H 0.1258 0.2101 -2.3264 0.210
H -0.7213 -2.1964 -1.4761 0.215
H -1.9289 -1.1894 -2.2766 0.215
H -3.0071 -1.2145 -0.1511 0.220
H -1.6510 -2.0184 0.5743 0.207
H -2.3603 0.8202 0.7443 0.204
H -1.4999 -0.2615 2.6595 0.185
H -0.4633 0.9567 2.3876 0.206
H 0.1412 -1.7318 1.4612 0.334
H 1.0702 -0.3919 1.3778 0.357
H 3.4777 -0.3194 0.3938 0.494
H 2.6868 -1.6473 0.7432 0.466
O 3.3037 -0.9848 1.0492 -0.957
H 1.6803 1.3032 -0.2827 0.491
H 2.7769 2.2711 -0.6684 0.474
O 2.5505 1.3424 -0.7127 -0.968
```

SMILES = CN1CCC[C@H]1CN.O.O
frontier orbital gap = 9.719 eV
LUMO energy = 0.027 Ha

Most stable structure: *w*

*w*
Formula: CH4ClPS
Source: the OMol25 dataset
Level of theory: the ωB97M-V functional and the def2-TZVPD basis

XYZ file:
```
8
Properties=species:S:1:pos:R:3:nbo_charge:R:1
C 0.9564 -0.9612 -0.6329 -0.643
P -1.6569 0.7074 -0.7676 0.315
S -0.6246 -0.8612 0.0236 0.168
Cl -3.4485 0.3312 0.0932 -0.277
H 1.1992 1.5214 1.7300 0.008
H 1.0610 -0.3174 -1.5557 0.213
H 1.7388 -1.5288 -0.1794 0.233
H 0.7746 1.1087 1.2888 -0.017
```

frontier orbital gap (spin up / spin down) = 7.152 / 7.421 eV
LUMO energy (spin up / spin down) = -0.036 / -0.018 Ha

*x*
Formula: CH4ClPS
Source: the OMol25 dataset
Level of theory: the ωB97M-V functional and the def2-TZVPD basis

XYZ file:
```
8
Properties=species:S:1:pos:R:3:nbo_charge:R:1
C 0.3068 -1.1304 0.0125 -0.676
P -1.5977 1.0889 -0.1972 0.275
S -1.1828 -0.6938 0.6113 0.235
Cl -3.4524 1.3556 0.4694 -0.271
H 2.2466 0.5081 -0.4131 -0.021
H 0.8436 -0.3345 -0.3968 0.203
H 0.6225 -2.1137 0.2518 0.230
H 2.2133 1.3198 -0.3379 0.025
```

frontier orbital gap (spin up / spin down) = 7.327 / 7.105 eV
LUMO energy (spin up / spin down) = -0.014 / -0.030 Ha

Most stable structure: *w*

*w*
Formula: C2H10S4Si2
Source: the OMol25 dataset
Level of theory: the ωB97M-V functional and the def2-TZVPD basis

XYZ file:
```
18
Properties=species:S:1:pos:R:3:nbo_charge:R:1
C 4.0612 -0.2245 1.0529 -1.171
C -3.5687 1.2248 -0.1181 -1.096
Si 2.3873 -0.2247 0.2788 0.975
Si -1.9392 0.3092 0.2519 1.019
S 2.2641 1.7196 -0.5884 -0.443
S 2.0236 -1.8773 -0.9562 -0.477
S -2.6557 -1.7010 0.7353 -0.462
S -1.1636 -0.1692 -1.8800 -0.489
H 4.5066 -1.2416 1.4226 0.263
H 4.8049 0.0657 0.4388 0.235
H 4.1674 0.4494 2.0380 0.263
H -3.9829 0.7152 -0.9840 0.248
H -4.2999 1.0887 0.7287 0.245
H -3.3829 2.1996 -0.3171 0.226
H 1.0090 1.7166 -1.0726 0.152
H 0.6248 -1.5414 -1.1428 0.202
H -2.7155 -1.4024 2.0516 0.155
H -2.1404 -1.1065 -1.9394 0.155
```

frontier orbital gap (spin up / spin down) = 4.788 / 8.103 eV
LUMO energy (spin up / spin down) = -0.080 / -0.023 Ha

*x*
Formula: C2H10S4Si2
Source: the OMol25 dataset
Level of theory: the ωB97M-V functional and the def2-TZVPD basis

XYZ file:
```
18
Properties=species:S:1:pos:R:3:nbo_charge:R:1
C 2.4927 -1.1144 0.4071 -0.808
C -2.2155 1.8301 0.2030 -1.101
Si -0.0792 -1.2258 0.4478 0.691
Si -0.5902 0.9464 -0.2862 0.892
S -0.8674 -2.7514 -0.7979 -0.401
S -0.4462 -1.7766 2.5075 -0.415
S -0.8893 0.5418 -2.3776 -0.459
S 1.2528 1.8966 0.2141 -0.423
H 2.6926 -1.6701 -0.5581 0.201
H 2.7206 -0.1190 0.3642 0.186
H 2.8443 -1.6708 1.2806 0.204
H -2.8961 1.0193 0.3139 0.244
H -2.3859 2.4689 1.1037 0.262
H -2.6453 2.3027 -0.6422 0.250
H -0.6580 -1.8307 -1.7150 0.161
H 0.1721 -2.9346 2.2334 0.154
H 0.3616 0.8497 -2.8455 0.189
H 1.1365 3.2383 0.1473 0.173
```

frontier orbital gap = 8.522 eV
LUMO energy = 0.010 Ha

Most stable structure: *x*